# 1
The following is a quantum chemistry calculation of 3 unconnected molecules or ions with the total composition C28H56N6O2PS at a distorted geometry, from OMol25.

Structure (ORCA input):
```
! wB97M-V def2-TZVPD RIJCOSX def2/J DEFGRID3
* xyz 1 3
C -1.6303 -7.7206 -8.0869
C -0.9429 -6.9898 -6.9359
C -0.2069 -5.8664 -7.2495
C 0.4103 -5.1799 -6.2323
C 0.3127 -5.5749 -4.9142
C 0.9712 -4.8919 -3.7348
N 0.6689 -3.4005 -3.6077
C 1.7528 -2.6363 -4.3323
C 1.4992 -1.1191 -4.5720
N 0.9532 -0.3803 -3.4300
N 0.7385 -0.8839 -5.7926
N 2.8344 -0.5177 -4.8338
P -1.0351 -3.0027 -4.0456
S -2.1594 -3.8773 -2.7480
C -0.4211 -6.7119 -4.6535
C -1.0442 -7.4355 -5.6402
H -2.2956 -6.9865 -8.5531
H -0.8896 -8.0768 -8.8027
H -2.2577 -8.5155 -7.6808
H -0.1098 -5.4767 -8.2558
H 0.9708 -4.2907 -6.5159
H 2.0554 -5.0187 -3.8066
H 0.6325 -5.3823 -2.8220
H 0.7660 -3.1737 -2.6110
H 2.6451 -2.7031 -3.7007
H 2.0255 -3.0897 -5.2833
H 0.5696 -0.9628 -2.6867
H 1.7017 0.1455 -2.9889
H 1.2865 -0.3230 -6.4302
H -0.1513 -0.4546 -5.5831
H 3.2489 -1.0577 -5.5947
H 3.4180 -0.7041 -4.0202
H -1.2698 -1.6191 -3.9735
H -1.3832 -3.4507 -5.3276
H -0.5079 -7.0744 -3.6305
H -1.5940 -8.3319 -5.3804
C -0.4120 1.7962 1.3853
C -0.7942 1.0712 0.0748
C -2.0465 1.7014 -0.5468
C -3.3356 1.3379 0.1809
C -3.4779 -0.1779 0.2805
C -2.2649 -0.8461 0.9320
N -0.9646 -0.3973 0.3167
O -0.8154 -1.0212 -0.8235
C -2.2928 -0.5484 2.4474
C -2.4201 -2.3636 0.8488
C 0.3813 1.3747 -0.8540
H -0.6915 2.8495 1.3430
H -0.8640 1.3904 2.2830
H 0.6635 1.7492 1.5620
H -2.1364 1.3796 -1.5909
H -1.9360 2.7865 -0.5758
H -3.3519 1.7994 1.1719
H -4.1889 1.7491 -0.3621
H -4.3780 -0.4229 0.8481
H -3.6311 -0.5846 -0.7255
H -1.3489 -0.8227 2.9214
H -3.0775 -1.1295 2.9321
H -2.5183 0.4893 2.6841
H -2.5418 -2.7002 -0.1752
H -3.3031 -2.6894 1.3973
H -1.5554 -2.8705 1.2827
H 1.2988 0.9007 -0.4963
H 0.5527 2.4508 -0.8851
H 0.2013 1.0486 -1.8773
C -0.1313 4.7813 7.3670
C 0.8284 3.7813 6.6799
C 2.2543 3.9468 7.2191
C 2.9649 5.1872 6.6894
C 2.9515 5.1873 5.1636
C 1.5411 5.0608 4.5822
N 0.7685 3.9291 5.1922
O 1.1969 2.8197 4.6598
C 0.8065 6.4052 4.7799
C 1.6334 4.9075 3.0633
C 0.3125 2.4172 7.1424
H 0.1897 4.9866 8.3891
H -0.2251 5.7403 6.8694
H -1.1446 4.3790 7.4133
H 2.8497 3.0679 6.9497
H 2.2340 3.9726 8.3100
H 2.4961 6.0915 7.0879
H 3.9974 5.1963 7.0446
H 3.4185 6.1034 4.7942
H 3.5760 4.3612 4.8072
H -0.2605 6.3054 4.5728
H 1.1989 7.1567 4.0938
H 0.9360 6.8304 5.7729
H 2.2465 4.0576 2.7652
H 2.0932 5.7937 2.6262
H 0.6418 4.7912 2.6203
H -0.6809 2.2141 6.7391
H 0.2402 2.4050 8.2307
H 0.9712 1.5990 6.8535
*
```

Results
Largest force on an atom ... 0.0671 hartree/bohr
DFT total energy ... -63094.090 eV
Orbital gap (spin up / spin down) ... 7.357 / 8.107 eV
HOMO level (spin up / spin down) ... -10.00 / -10.79 eV

# 2
The following is a quantum chemistry calculation of 10 unconnected molecules or ions with the total composition C50H54N2O4 at a distorted geometry, from OMol25.

Structure (ORCA input):
```
! wB97M-V def2-TZVPD RIJCOSX def2/J DEFGRID3
* xyz 0 1
C 5.7735 -0.3039 -2.9016
N 5.0728 1.0094 -2.8213
O 5.5913 2.0062 -3.2734
O 3.9587 0.9591 -2.3279
H 6.7879 -0.2023 -3.2759
H 5.2202 -0.9164 -3.6059
H 5.7856 -0.6967 -1.8910
C 2.9165 2.1493 0.7329
N 4.3288 1.6838 0.7729
O 5.1964 2.5178 0.5935
O 4.5310 0.4977 0.9856
H 2.8350 2.4619 -0.3098
H 2.8239 3.0260 1.3668
H 2.2469 1.3559 1.0189
C 3.9731 -3.6044 -1.0206
C 4.7469 -4.6022 -1.6071
C 6.1255 -4.5834 -1.4671
C 6.7438 -3.6346 -0.6597
C 5.9722 -2.6563 -0.0489
C 4.5950 -2.6299 -0.2638
H 2.8989 -3.6032 -1.1583
H 4.2855 -5.3584 -2.2306
H 6.7516 -5.2945 -1.9921
H 7.8184 -3.6872 -0.5396
H 6.3836 -1.8988 0.6076
H 4.0198 -1.8477 0.2200
C -0.2357 -4.2256 -0.4919
C -1.5072 -3.8225 -0.8835
C -2.6296 -4.2981 -0.2226
C -2.4888 -5.1679 0.8553
C -1.2202 -5.5535 1.2557
C -0.0938 -5.1009 0.5734
H 0.5923 -3.8663 -1.0890
H -1.6459 -3.1332 -1.7089
H -3.6424 -3.9780 -0.4346
H -3.3486 -5.4402 1.4533
H -1.1067 -6.2910 2.0421
H 0.8777 -5.5156 0.8166
C -4.1508 1.9479 -0.8765
C -5.1179 2.1887 -1.8506
C -5.6027 3.4731 -2.0175
C -5.0851 4.5218 -1.2541
C -4.1358 4.2753 -0.2698
C -3.6766 2.9810 -0.0811
H -3.7112 0.9617 -0.7995
H -5.5786 1.3384 -2.3407
H -6.3382 3.7232 -2.7721
H -5.4943 5.5096 -1.4286
H -3.7218 5.1060 0.2884
H -2.8876 2.8289 0.6488
C -1.0729 -0.0732 0.7014
C -0.2903 -1.1424 1.1263
C 0.9681 -1.3485 0.5772
C 1.3935 -0.5467 -0.4778
C 0.6053 0.5007 -0.9393
C -0.6187 0.7379 -0.3324
H -2.0463 0.0468 1.1623
H -0.6746 -1.8210 1.8813
H 1.5837 -2.1944 0.8571
H 2.3009 -0.7977 -1.0180
H 0.9496 1.1592 -1.7279
H -1.2865 1.5342 -0.6487
C -3.0829 -0.0403 -3.8306
C -3.9927 -0.1165 -4.8681
C -5.1036 -0.9545 -4.7818
C -5.2576 -1.7621 -3.6627
C -4.2984 -1.7217 -2.6628
C -3.2363 -0.8254 -2.6833
H -2.2718 0.6771 -3.8819
H -3.8404 0.5088 -5.7403
H -5.8434 -0.9550 -5.5718
H -6.1822 -2.2984 -3.4906
H -4.3397 -2.4406 -1.8512
H -2.4663 -0.8206 -1.9228
C 1.6679 2.1788 3.9390
C 1.7000 3.5624 4.0667
C 0.6284 4.3402 3.6359
C -0.5016 3.7146 3.1239
C -0.5651 2.3253 3.0946
C 0.5346 1.5500 3.4486
H 2.4727 1.6189 4.4028
H 2.5565 4.0406 4.5254
H 0.6788 5.4186 3.7168
H -1.3866 4.2839 2.8634
H -1.4611 1.8278 2.7442
H 0.4520 0.4832 3.2930
C -0.8844 -2.9229 5.3998
C -0.7737 -1.6163 4.9553
C -1.8577 -0.7662 5.0314
C -2.9976 -1.1680 5.7238
C -3.0838 -2.4472 6.2667
C -2.0393 -3.3311 6.0579
H -0.0226 -3.5761 5.3649
H 0.1780 -1.2738 4.5689
H -1.7825 0.2571 4.6855
H -3.8419 -0.4943 5.8134
H -3.9610 -2.7494 6.8223
H -2.1232 -4.3575 6.3993
C 0.9583 3.2243 -3.6073
C -0.3249 3.4669 -3.1257
C -0.5179 4.3534 -2.0787
C 0.5669 4.9678 -1.4630
C 1.8470 4.6833 -1.9172
C 2.0410 3.8625 -3.0174
H 1.0881 2.5804 -4.4682
H -1.1843 2.9319 -3.5130
H -1.5297 4.6154 -1.7882
H 0.4012 5.6219 -0.6172
H 2.6971 5.2036 -1.4890
H 3.0408 3.6744 -3.3885
*
```

Results
Largest force on an atom ... 0.0260 hartree/bohr
DFT total energy ... -63890.412 eV
Orbital gap ... 9.392 eV
HOMO level ... -9.13 eV
SMILES string ... C[N+](=O)[O-].C[N+](=O)[O-].c1ccccc1.c1ccccc1.c1ccccc1.c1ccccc1.c1ccccc1.c1ccccc1.c1ccccc1.c1ccccc1

# 3
The following is a quantum chemistry calculation of a molecular structure, C28H41BrN2OPdS2Si at a distorted geometry, from OMol25.

Structure (ORCA input):
```
! wB97M-V def2-TZVPD RIJCOSX def2/J DEFGRID3
* xyz 0 1
Pd 0.0650 -0.4516 -1.0287
C -0.5423 2.1162 -4.2754
C 0.2059 1.1967 -3.3540
N -0.3983 0.1362 -2.9115
N -1.5727 -0.2616 -3.5127
C -2.3424 -0.9628 -2.7747
S -2.1303 -1.2899 -1.0890
S -3.8052 -1.6359 -3.4775
C -3.4012 -1.5845 -5.2435
C -3.4150 -0.2255 -5.9060
C -2.3648 0.1480 -6.7370
C -2.3643 1.3856 -7.3678
C -3.4153 2.2699 -7.1661
C -4.4769 1.8964 -6.3501
C -4.4787 0.6536 -5.7313
C 1.5870 1.4868 -2.9949
C 2.1691 2.7155 -3.3532
C 3.4760 3.0166 -3.0458
C 4.2377 2.0682 -2.3543
C 3.6932 0.8553 -1.9959
C 2.3654 0.5137 -2.3279
O 1.8953 -0.6865 -2.0689
H -1.5110 1.6957 -4.5222
H 0.0116 2.2898 -5.1993
H -0.6833 3.0747 -3.7728
H -4.1742 -2.2260 -5.6741
H -2.4351 -2.0702 -5.3658
H -1.5358 -0.5363 -6.8864
H -1.5371 1.6615 -8.0118
H -3.4125 3.2394 -7.6482
H -5.3071 2.5745 -6.1980
H -5.3082 0.3688 -5.0924
H 1.5731 3.4468 -3.8895
H 3.8983 3.9722 -3.3268
H 5.2694 2.2914 -2.1026
H 4.2674 0.1094 -1.4568
C 1.7806 -2.1912 5.5090
C 1.7059 -2.3009 3.9736
C 3.1402 -2.3710 3.4125
C 1.0354 -3.6321 3.6049
Si 0.7432 -0.8103 3.2883
Br 1.4086 -0.7737 1.0485
C 1.3575 0.8924 3.8908
C 0.9118 2.0371 2.9631
C 0.8065 1.1672 5.3033
C 2.8933 0.9344 3.9387
C -1.1421 -1.0227 3.2482
C -1.5680 -2.0985 2.2366
C -1.6406 -1.4297 4.6483
C -1.8473 0.2775 2.8391
H 2.2090 -3.1162 5.9127
H 0.7965 -2.0548 5.9701
H 2.4226 -1.3657 5.8273
H 3.6809 -3.1688 3.9364
H 3.7018 -1.4468 3.5466
H 3.1395 -2.6096 2.3467
H 1.6745 -4.4511 3.9560
H 0.9229 -3.7425 2.5228
H 0.0577 -3.7569 4.0736
H -0.1670 2.1772 2.9532
H 1.2450 1.8864 1.9345
H 1.3640 2.9697 3.3231
H -0.2845 1.2474 5.3049
H 1.2084 2.1196 5.6695
H 1.0896 0.3914 6.0204
H 3.3374 0.7042 2.9654
H 3.3044 0.2486 4.6831
H 3.2088 1.9469 4.2170
H -1.1293 -3.0746 2.4374
H -1.3119 -1.8159 1.2201
H -2.6591 -2.2078 2.2801
H -1.2711 -2.4130 4.9485
H -2.7363 -1.4772 4.6385
H -1.3466 -0.7092 5.4192
H -1.5034 0.6399 1.8668
H -1.7189 1.0702 3.5797
H -2.9227 0.0774 2.7542
*
```

Results
Largest force on an atom ... 0.0524 hartree/bohr
DFT total energy ... -137800.986 eV
Orbital gap ... 6.572 eV
HOMO level ... -7.49 eV
Relative energy (zero: lowest compared OMol25 entry of this formula, charge and spin) ... 19.65 kcal per mole

# 4
The following is a quantum chemistry calculation of a molecular structure, C30H22ClF4N6O5SSr, from OMol25.

Structure (ORCA input):
```
! wB97M-V def2-TZVPD RIJCOSX def2/J DEFGRID3
* xyz 1 1
Sr -0.5753 -0.1979 -0.1667
O -2.3602 -1.7878 -0.1562
C -2.9517 -2.3940 -1.0681
C -2.7158 -2.3247 -2.4720
C -3.4678 -3.2049 -3.2729
C -3.2750 -3.2443 -4.6190
C -2.3386 -2.3957 -5.2418
C -1.6068 -1.5224 -4.4946
C -1.7516 -1.4403 -3.0770
O -1.0469 -0.6213 -2.4011
N -4.0483 -4.1823 -5.4299
O -3.8490 -4.1803 -6.6280
O -4.8506 -4.8958 -4.8600
H -3.7524 -3.0893 -0.7742
H -4.1980 -3.8669 -2.8238
H -2.2197 -2.4539 -6.3148
H -0.8871 -0.8595 -4.9560
C 3.9719 -4.0722 2.6752
C 3.8672 -4.3820 1.1850
C 3.4176 -3.1851 0.3487
S 1.6862 -2.7817 0.6578
O 1.4727 -1.4159 0.0206
C 0.8820 -3.9690 -0.4473
C 1.0197 -3.6559 -1.9314
C 0.2152 -4.6461 -2.7699
H 4.3174 -4.9451 3.2268
H 3.0091 -3.7751 3.0938
H 4.6833 -3.2633 2.8509
H 3.1943 -5.2279 1.0183
H 4.8394 -4.6986 0.8044
H 3.5488 -3.3459 -0.7202
H 3.9525 -2.2757 0.6279
H -0.1682 -3.9639 -0.1433
H 1.2896 -4.9485 -0.1827
H 2.0683 -3.6883 -2.2318
H 0.6709 -2.6394 -2.1209
H 0.5748 -5.6674 -2.6350
H 0.2922 -4.3985 -3.8280
H -0.8422 -4.6204 -2.5001
F 0.6535 3.9081 0.8229
C 0.4174 5.2204 0.8109
C 1.2843 6.0310 1.4321
F 2.3325 5.4941 2.0288
C 1.1146 7.4728 1.4687
C -0.0617 7.9586 0.7686
C -0.9234 7.1415 0.1441
F -1.9680 7.6664 -0.4718
C -0.7609 5.7011 0.1256
C -1.6517 4.8670 -0.4866
C -1.5042 3.4437 -0.4849
N -1.4569 2.2976 -0.4594
C -2.8253 5.3026 -1.1845
N -3.8034 5.5915 -1.7124
F -0.2902 9.2562 0.7483
C 1.9863 8.2970 2.1069
C 1.8435 9.7229 2.1560
N 1.7929 10.8659 2.2530
C 3.1454 7.8278 2.8104
N 4.0781 7.5165 3.4033
Cl -2.9906 -1.1266 5.4445
C -1.5680 -0.6479 4.6053
C -0.4001 -0.3562 5.2896
C 0.7135 0.0196 4.5559
C 0.6138 0.0918 3.1789
N -0.5144 -0.1862 2.5165
C -1.5855 -0.5554 3.2231
H -0.3686 -0.4263 6.3685
H 1.6477 0.2528 5.0467
H 1.4700 0.3742 2.5762
H -2.4881 -0.7950 2.6722
*
```

Results
Largest force on an atom ... 0.0091 hartree/bohr
DFT total energy ... -85699.402 eV
Orbital gap (spin up / spin down) ... 4.949 / 4.952 eV
HOMO level (spin up / spin down) ... -10.80 / -10.80 eV
Relative energy (zero: lowest compared OMol25 entry of this formula, charge and spin) ... 4.78 kcal per mole

# 5
The following is a quantum chemistry calculation of 2 unconnected molecules or ions with the total composition CH5F3N3OPS2 at a distorted geometry, from OMol25.

Structure (ORCA input):
```
! wB97M-V def2-TZVPD RIJCOSX def2/J DEFGRID3
* xyz 0 1
C 2.2804 0.4158 0.1449
N -0.6284 0.3027 1.4703
N -2.4092 -0.9120 -0.0493
N 0.1347 -0.2729 -1.6111
O 0.4899 -1.7403 0.1877
F 2.4338 0.2553 1.4992
F 1.7423 1.6430 -0.1094
F 3.4680 0.3728 -0.5106
P -1.5119 0.4863 0.0041
S -2.4553 2.1077 -0.4373
S 1.2637 -1.1209 -0.8378
H -0.2502 1.2203 1.7022
H -0.0712 -0.5353 1.6826
H -3.1435 -0.9336 -0.7784
H -1.7146 -1.7543 -0.1604
H 0.3715 0.4653 -2.1968
*
```

Results
Largest force on an atom ... 0.0717 hartree/bohr
DFT total energy ... -46746.968 eV
Orbital gap ... 8.446 eV
HOMO level ... -9.15 eV
Relative energy (zero: lowest compared OMol25 entry of this formula, charge and spin) ... 32.92 kcal per mole

# 6
The following is a quantum chemistry calculation of 2 unconnected molecules or ions with the total composition C18H21BrNO5 at a distorted geometry, from OMol25.

Structure (ORCA input):
```
! wB97M-V def2-TZVPD RIJCOSX def2/J DEFGRID3
* xyz 1 1
C 0.2584 3.8839 -0.7512
C 0.9196 2.6442 -1.3994
C -0.1368 1.7554 -2.0651
C 0.4107 0.7948 -3.1176
N -0.9915 1.0933 -1.0283
C -2.2592 1.5474 -0.9237
C -3.1468 1.0655 0.0049
C -2.7341 0.0612 0.8635
C -3.7039 -0.4767 1.8804
O -4.1042 -1.5839 1.8546
O -4.1222 0.4207 2.7831
C -1.4411 -0.4182 0.7721
O -1.0540 -1.3881 1.6499
C -0.3357 -0.8591 2.7336
O -0.5137 0.2781 3.0441
C 0.5811 -1.7637 3.4359
C 1.3489 -2.7362 2.7977
C 2.1742 -3.5607 3.5494
C 2.2618 -3.4243 4.9314
C 1.5065 -2.4387 5.5578
C 0.6641 -1.6149 4.8223
C -0.5856 0.1250 -0.1832
Br 1.1656 -0.5358 -0.2317
H 0.0518 3.7197 0.3022
H 0.8967 4.7523 -0.8723
H -0.6952 4.1319 -1.2184
H 1.6617 2.9523 -2.1271
H 1.4181 2.1233 -0.5894
H -0.7907 2.4411 -2.5892
H -0.2861 -0.0128 -3.3227
H 1.3527 0.3471 -2.8283
H 0.5819 1.3650 -4.0232
H -2.5553 2.3327 -1.5976
H -4.1366 1.4896 0.0524
H -3.4913 1.1546 2.8137
H 1.3113 -2.8588 1.7284
H 2.7606 -4.3319 3.0736
H 2.8909 -4.0674 5.5255
H 1.5337 -2.2848 6.6253
H 0.0700 -0.8527 5.3015
C 1.9951 -0.5803 -6.3887
O 1.3911 -1.3097 -5.3197
H 1.9549 0.4764 -6.1353
H 3.0387 -0.8734 -6.5188
H 1.4545 -0.7411 -7.3234
H 1.4296 -2.2423 -5.5490
*
```

Results
Largest force on an atom ... 0.0251 hartree/bohr
DFT total energy ... -100770.060 eV
Orbital gap ... 7.784 eV
HOMO level ... -12.23 eV
Relative energy (zero: lowest compared OMol25 entry of this formula, charge and spin) ... 0.00 kcal per mole

# 7
The following is a quantum chemistry calculation of 2 unconnected molecules or ions with the total composition C6H13O2 at a distorted geometry, from OMol25.

Structure (ORCA input):
```
! wB97M-V def2-TZVPD RIJCOSX def2/J DEFGRID3
* xyz -1 1
C -1.9125 -0.7371 -0.7343
C -1.9259 -0.0900 -2.0492
C -0.7229 -1.5792 -0.6271
H -1.8082 -0.0276 0.1196
H -2.8553 -1.2956 -0.5568
H -0.7701 0.4940 -2.2970
H -2.5587 0.6708 -2.1659
H 0.1353 -0.9119 -0.5492
H -0.8040 -2.2426 0.2016
H -2.3612 -0.6101 -2.8848
H -0.8136 -2.1733 -1.5334
C 1.4129 0.2879 1.5173
C 2.8095 0.5539 1.1616
C 0.4926 1.5442 1.4482
O 0.9439 2.6553 0.9756
O -0.6757 1.2385 1.8348
H 0.8067 -0.1672 0.6968
H 1.2780 -0.1057 2.4781
H 3.3754 0.9844 1.9884
H 2.5508 1.5961 0.4242
H 3.4029 -0.0848 0.5515
*
```

Results
Largest force on an atom ... 0.1021 hartree/bohr
DFT total energy ... -10526.823 eV
Orbital gap ... 7.891 eV
HOMO level ... -4.09 eV
Relative energy (zero: lowest compared OMol25 entry of this formula, charge and spin) ... 66.46 kcal per mole